(1)
Here is a 2-piece molecular cluster, C6H12O overall from OMol25. Energies are from ωB97M-V with the def2-TZVPD basis set.

Last column: natural (NBO) charge in e.
Element x y z (Å)
C -2.301 0.685 0.011  -0.42
C -1.134 0.908 -0.586  -0.15
C 0.180 1.053 0.126  -0.45
C 1.317 0.314 -0.589  -0.39
C 2.552 0.152 0.292  -0.60
H -3.224 0.567 -0.552  0.20
H -2.375 0.627 1.096  0.20
H -1.089 0.962 -1.677  0.19
H 0.087 0.680 1.153  0.21
H 0.440 2.115 0.202  0.21
H 1.568 0.848 -1.514  0.19
H 0.969 -0.676 -0.901  0.20
H 2.906 1.114 0.673  0.20
H 2.323 -0.482 1.153  0.21
H 3.377 -0.317 -0.252  0.21
C -1.402 -2.134 0.338  0.28
O -0.487 -2.130 1.123  -0.52
H -2.463 -2.130 0.662  0.11
H -1.244 -2.157 -0.757  0.11

Spin multiplicity: 1
ΔE to the lowest compared entry with this formula, charge and spin (kJ/mol): 166.26
E_tot (Eh): -310.99595
Gap between HOMO and LUMO (eV): 10.766

---

(2)
Here is a 2-piece molecular cluster, C6H12O overall from OMol25. Energies are from ωB97M-V with the def2-TZVPD basis set.

Last column: natural (NBO) charge in e.
Element x y z (Å)
C -1.257 0.921 -2.512  -0.62
C -0.099 0.870 -1.529  -0.08
O -0.573 0.745 -0.200  -0.70
C 0.888 0.255 1.103  0.14
C 0.511 0.019 2.503  -0.45
C 1.071 -1.081 1.625  -0.29
C -0.046 -1.583 0.757  -0.73
H -1.926 1.752 -2.271  0.21
H -1.836 -0.008 -2.466  0.21
H -0.892 1.051 -3.537  0.21
H 0.490 1.794 -1.587  0.17
H 0.570 0.028 -1.772  0.16
H 1.511 1.014 0.651  0.22
H -0.531 -0.022 2.812  0.23
H 1.179 0.492 3.222  0.22
H 2.015 -1.581 1.843  0.21
H 0.324 -2.126 -0.114  0.21
H -0.859 -2.089 1.286  0.21
H -0.656 -0.315 0.071  0.47

Spin multiplicity: 1
ΔE to the lowest compared entry with this formula, charge and spin (kJ/mol): 595.39
E_tot (Eh): -310.83250
Gap between HOMO and LUMO (eV): 8.202

---

(3)
Here is a 2-piece molecular cluster, C6H12O overall from OMol25. Energies are from ωB97M-V with the def2-TZVPD basis set.

Last column: Löwdin spin population.
Element x y z (Å)
C 0.493 0.213 -2.415  0.03
C 1.399 0.454 -1.050  0.05
C -0.163 -2.167 2.420  0.38
C -0.046 -0.776 2.282  0.08
C 0.495 0.001 1.188  0.15
C 0.904 -0.482 -0.033  0.25
H -0.002 -0.718 -2.246  0.00
H 1.024 0.439 -3.195  0.00
H -0.289 0.860 -2.599  0.00
H 1.485 1.503 -0.731  0.00
H 2.479 0.056 -1.247  0.02
H -0.549 -2.628 3.269  0.02
H 0.013 -2.865 1.561  0.01
H -0.408 -0.099 3.187  0.00
H 0.316 1.157 1.374  0.00
H 1.096 -1.531 -0.177  0.01
H -3.458 1.846 -0.763  0.00
H -2.165 2.764 -0.555  0.00
O -2.625 1.973 -0.271  0.00

Spin multiplicity: 2
ΔE to the lowest compared entry with this formula, charge and spin (kJ/mol): 183.28
E_tot (Eh): -310.64746
Gap between HOMO and LUMO (spin up / spin down) (eV): 9.305 / 6.921
Total charge: +1
<S²>: 0.785

---

(4)
Here is C6H12O2 as an isolated structure from OMol25. Energies are from ωB97M-V with the def2-TZVPD basis set.

Last column: Löwdin spin population.
Element x y z (Å)
O -0.936 -1.659 2.085  0.00
C 0.803 -2.153 -1.152  0.00
O 1.603 -3.198 -1.425  0.01
C 1.194 -1.115 -0.169  0.01
C -0.163 -0.269 -0.018  0.03
C -0.424 0.502 1.338  0.00
C -0.238 1.005 -1.142  0.47
C -0.374 2.345 -0.990  0.14
H -0.108 -2.051 -1.813  0.00
H 1.001 -2.322 0.137  0.00
H 2.161 -0.658 0.021  0.00
H -1.038 -1.052 -0.206  0.01
H -0.812 -0.151 2.115  0.00
H -1.273 -2.429 2.691  0.00
H -0.910 1.460 0.931  0.00
H 0.196 0.977 -2.687  -0.02
H 0.624 3.275 -0.138  0.35
H -1.080 2.715 -0.305  0.02
H -0.724 4.206 -1.193  -0.02
H 0.498 0.573 1.919  0.00

Spin multiplicity: 2
ΔE to the lowest compared entry with this formula, charge and spin (kJ/mol): 1388.82
E_tot (Eh): -385.71585
Gap between HOMO and LUMO (spin up / spin down) (eV): 5.245 / 5.209
Total charge: -1
<S²>: 0.791

---

(5)
Here is a 3-piece molecular cluster, C6H12O2 overall from OMol25. Energies are from ωB97M-V with the def2-TZVPD basis set.

Last column: natural (NBO) charge in e.
Element x y z (Å)
C -0.006 -3.040 -1.747  -0.39
C -0.245 -1.754 -1.776  -0.20
C -0.988 -0.802 -0.999  -0.22
C -0.434 0.163 -0.184  -0.22
C -1.183 1.206 0.607  -0.22
C -0.779 1.662 1.793  -0.39
H 0.346 -3.683 -2.514  0.21
H -0.324 -3.746 -1.098  0.19
H -0.050 -1.159 -2.783  0.20
H -2.010 -0.745 -1.509  0.23
H 0.690 0.296 0.178  0.22
H -1.975 1.798 0.082  0.21
H -0.111 1.113 2.541  0.19
H -1.133 2.599 2.183  0.20
O -1.712 5.130 3.237  -0.93
H -1.027 4.599 3.482  0.46
H -1.266 6.046 2.918  0.47
O 3.872 -3.361 -1.701  -0.95
H 4.819 -3.437 -1.695  0.48
H 3.514 -2.883 -1.014  0.47

Spin multiplicity: 1
ΔE to the lowest compared entry with this formula, charge and spin (kJ/mol): 490.56
E_tot (Eh): -386.13331
Gap between HOMO and LUMO (eV): 9.515

---

(6)
Here is C6H12O2 as an isolated structure from OMol25. Energies are from ωB97M-V with the def2-TZVPD basis set.

Last column: natural (NBO) charge in e.
Element x y z (Å)
C 0.598 1.411 -1.928  -0.27
C -0.064 0.154 0.024  0.45
C 0.897 0.947 0.852  -0.66
C -1.690 -0.349 1.768  -0.26
C 0.153 -1.223 0.002  -0.23
C 0.124 -1.975 -1.145  -0.39
H 1.596 0.750 -2.109  0.14
H 0.498 1.488 -2.978  0.21
H 0.890 2.197 -1.297  0.18
H 0.501 2.024 0.686  0.23
H 1.870 0.732 0.447  0.22
H 0.747 0.776 1.935  0.24
H -1.062 -1.532 1.739  0.15
H -1.402 -0.030 2.972  0.16
H -2.996 -0.476 1.740  0.21
H 0.403 -1.649 1.169  0.23
H 0.522 -3.042 -1.104  0.22
H 0.134 -1.275 -2.195  0.23
O -0.439 0.795 -1.228  -0.52
O -1.281 0.279 0.648  -0.55

Spin multiplicity: 1
ΔE to the lowest compared entry with this formula, charge and spin (kJ/mol): 702.17
E_tot (Eh): -386.05272
Gap between HOMO and LUMO (eV): 10.242

---

(7)
Here is the molecule C6H12O2S from OMol25. Energies are from ωB97M-V with the def2-TZVPD basis set.

Last column: natural (NBO) charge in e.
Element x y z (Å)
C 1.731 0.246 1.332  -0.78
C 1.299 -1.692 -0.624  -0.78
C 0.091 0.967 -1.121  -0.53
C -0.913 1.481 -0.078  -0.41
C -2.077 0.510 0.176  -0.51
C -1.480 -0.922 0.211  0.76
H 0.787 -0.149 1.764  0.32
H 2.054 1.301 1.586  0.25
H 2.520 -0.509 1.543  0.25
H 0.908 -1.821 -1.661  0.27
H 2.279 -2.191 -0.629  0.24
H 0.548 -1.947 0.112  0.32
H 0.503 1.812 -1.727  0.24
H -0.374 0.197 -1.778  0.29
H -0.346 1.599 0.902  0.21
H -1.321 2.487 -0.355  0.23
H -2.810 0.554 -0.630  0.22
H -2.585 0.792 1.127  0.22
O -0.825 -1.272 1.243  -0.80
O -1.588 -1.512 -0.904  -0.77
S 1.600 0.069 -0.488  0.78

Spin multiplicity: 1
ΔE to the lowest compared entry with this formula, charge and spin (kJ/mol): 214.49
E_tot (Eh): -784.42568
Gap between HOMO and LUMO (eV): 8.508

---

(8)
Here is a 3-piece molecular cluster, C6H12O4 overall from OMol25. Energies are from ωB97M-V with the def2-TZVPD basis set.

Last column: natural (NBO) charge in e.
Element x y z (Å)
C -0.160 -1.949 1.325  -0.65
C 0.210 -1.080 0.184  0.00
C 1.321 -0.528 -0.387  -0.29
C 0.349 -1.190 -1.291  0.45
O -0.387 -0.387 -2.166  -0.71
O 0.625 -2.452 -1.824  -0.72
H 0.217 -2.962 1.164  0.25
H 0.259 -1.557 2.252  0.23
H -1.242 -2.009 1.428  0.22
H 2.381 -0.471 -0.249  0.24
H -1.268 -0.769 -2.265  0.47
H 1.081 -2.336 -2.667  0.48
O 0.598 3.205 -0.623  -0.59
C 0.841 2.243 0.037  0.66
O 1.233 2.267 1.319  -0.71
H 1.060 1.092 -0.369  0.15
H 1.271 3.189 1.629  0.49
C -1.666 1.203 0.530  -0.85
H -0.840 0.285 0.466  0.22
H -2.542 0.591 0.724  0.21
H -1.617 2.006 1.255  0.22
H -1.724 1.610 -0.472  0.23

Spin multiplicity: 1
ΔE to the lowest compared entry with this formula, charge and spin (kJ/mol): 466.39
E_tot (Eh): -536.62751
Gap between HOMO and LUMO (eV): 9.325